No. 1
6 unconnected molecules or ions with the total composition C14H36BrF6N3O9S2. Source: the Open Molecules 2025 dataset; level of theory: ωB97M-V with the def2-TZVPD basis set.

Atoms and positions in Å:
C: 4.743 1.627 9.652
C: 3.665 0.540 9.881
C: 3.998 -0.808 9.159
O: 3.225 -1.913 9.518
C: 3.805 -3.197 9.316
N: 3.625 0.323 11.356
H: 3.339 -0.617 11.592
H: 4.464 0.584 11.853
H: 2.854 0.846 11.747
H: 4.982 1.447 8.604
H: 5.711 1.450 10.121
H: 4.323 2.591 9.942
H: 2.647 0.860 9.662
H: 5.060 -0.994 9.317
H: 3.797 -0.756 8.089
H: 3.900 -3.436 8.257
H: 3.102 -3.872 9.804
H: 4.813 -3.324 9.711
C: -0.076 -2.979 -9.107
C: -0.137 -2.541 -10.549
C: 0.720 -3.301 -11.609
O: 0.353 -2.803 -12.847
C: 1.036 -1.612 -13.370
N: -1.580 -2.619 -11.009
H: -2.276 -2.366 -10.322
H: -1.803 -1.948 -11.729
H: -1.927 -3.448 -11.471
H: -0.729 -3.789 -8.783
H: -0.230 -2.253 -8.308
H: 0.937 -3.326 -8.906
H: 0.046 -1.468 -10.481
H: 0.551 -4.377 -11.611
H: 1.801 -3.219 -11.495
H: 1.973 -1.959 -13.805
H: 1.179 -0.789 -12.670
H: 0.437 -1.203 -14.184
C: -0.851 -1.335 0.694
C: -2.021 -0.696 1.448
C: -1.898 -1.003 3.000
O: -2.513 -2.257 3.207
C: -2.648 -2.535 4.578
N: -2.060 0.797 1.151
H: -1.511 1.343 1.799
H: -1.694 1.147 0.277
H: -3.018 1.020 1.378
H: 0.100 -1.011 1.119
H: -0.870 -1.263 -0.393
H: -1.033 -2.387 0.911
H: -2.974 -1.090 1.094
H: -2.584 -0.332 3.519
H: -0.873 -0.964 3.369
H: -3.574 -2.161 5.014
H: -1.823 -2.310 5.254
H: -2.622 -3.605 4.788
C: 4.393 1.576 -4.644
F: 5.622 2.037 -4.960
F: 4.000 0.712 -5.549
F: 4.409 0.950 -3.568
S: 3.155 3.094 -4.560
O: 3.972 4.104 -3.827
O: 2.920 3.459 -5.997
O: 1.914 2.637 -3.930
C: -8.891 6.804 2.737
F: -9.111 6.009 3.827
F: -10.130 7.400 2.558
F: -7.958 7.697 2.905
S: -8.620 5.670 1.125
O: -9.886 5.123 0.853
O: -8.105 6.508 0.004
O: -7.600 4.728 1.588
Br: 2.056 4.785 3.909

Calculated values
Kohn-Sham gap: 0.114 Eh
Energy relative to the best compared isomer or geometry (same formula, charge and spin): 54.0 kcal per mole



No. 2
A gas-phase ion, C6H15N2 (charge +1). Source: the Open Molecules 2025 dataset; level of theory: ωB97M-V with the def2-TZVPD basis set.

Atoms and positions in Å:
C: 0.721 -0.081 1.466
C: 1.156 -0.007 0.029
C: -0.310 -0.534 -0.058
C: 2.392 -0.780 -0.442
C: 1.302 1.461 -0.421
C: -2.751 0.299 0.021
N: -0.924 -1.747 -0.060
N: -1.365 0.573 -0.415
H: 0.991 -0.883 2.106
H: 0.299 0.738 1.900
H: 2.641 -0.638 -1.454
H: 2.324 -1.820 -0.088
H: 3.255 -0.368 0.123
H: 0.556 2.079 0.039
H: 1.277 1.445 -1.459
H: 2.344 1.887 -0.089
H: -2.944 -0.151 0.998
H: -3.238 1.324 0.032
H: -3.147 -0.379 -0.681
H: -1.627 -1.909 0.629
H: -0.652 -2.647 -0.499
H: -0.900 1.531 -0.203
H: -1.397 0.605 -1.473

Calculated values
Net charge: +1
SMILES string: C[NH2+][C@]1(N)CC1(C)C
Kohn-Sham gap: 0.343 Eh
Energy relative to the best compared isomer or geometry (same formula, charge and spin): 89.2 kcal per mole



No. 3
A molecular structure, C3H2Cl2O4RhSc. Source: the Open Molecules 2025 dataset; level of theory: ωB97M-V with the def2-TZVPD basis set.

Atoms and positions in Å:
Rh: -1.179 -1.233 -0.283
Sc: 2.249 0.824 0.342
Cl: -0.893 0.936 -1.597
Cl: 3.701 -0.826 0.920
C: 0.163 -0.341 0.631
C: -3.039 -1.117 -0.797
C: -1.112 -2.891 0.579
O: 0.689 0.333 1.527
O: -4.051 -0.995 -1.330
O: -1.032 -3.899 1.155
O: 1.706 2.766 -0.411
H: 0.838 2.884 -0.851
H: 1.960 3.560 0.115

Calculated values
Net charge: +4
Kohn-Sham gap (alpha / beta): 0.260 / 0.241 Eh
2S+1: 5
<S²>: 6.01
Energy relative to the best compared isomer or geometry (same formula, charge and spin): 0.0 kcal per mole



> Among the records above, which one has the highest energy relative to the best compared isomer or geometry (same formula, charge and spin)?

C6H15N2